# 1
A molecular structure, C4H6CoO8 at a distorted geometry. Source: the Open Molecules 2025 dataset; level of theory: ωB97M-V/def2-TZVPD.

Properties
E   -58251.7383 eV
Kohn-Sham gap (spin up / spin down)   5.06 / 5.05 eV
LUMO energy (spin up / spin down)   5.11 / 5.10 eV
F_max   6.482 eV/Å

ORCA input file:
```
! RIJCOSX wB97M-V def2-TZVPD def2/J DEFGRID3
* xyz -2 4
Co -0.664 -0.851 -0.243
C -0.335 -2.179 -2.563
O -0.924 -2.001 -1.438
O 0.520 -1.329 -3.059
O -0.617 -3.177 -3.329
C 0.488 -1.634 2.295
O -0.408 -1.949 1.402
O 1.270 -0.638 2.286
O 0.608 -2.307 3.416
C -0.015 1.916 0.923
C 0.132 1.998 -0.614
O 0.547 0.695 -1.139
O -0.915 0.814 1.182
H -0.440 2.848 1.298
H 0.911 1.912 1.477
H 0.864 2.767 -0.799
H -0.772 2.340 -1.040
H 0.276 0.448 -2.006
H -0.527 0.327 1.952
*
```

# 2
A molecular structure, C4H6CrO3 at a distorted geometry. Source: the Open Molecules 2025 dataset; level of theory: ωB97M-V/def2-TZVPD.

Properties
E   -38787.4127 eV
Kohn-Sham gap (spin up / spin down)   10.06 / 11.01 eV
LUMO energy (spin up / spin down)   -9.96 / -9.38 eV
F_max   3.131 eV/Å
Energy above the lowest of the compared OMol25 structures with the same formula, charge and spin   0.000 eV

ORCA input file:
```
! RIJCOSX wB97M-V def2-TZVPD def2/J DEFGRID3
* xyz 2 5
C 1.438 1.451 -1.331
C 2.155 1.182 -0.384
H 0.693 1.754 -2.058
H 2.826 0.878 0.411
H 0.869 0.702 -0.322
Cr -3.433 0.722 -0.589
O -2.347 -0.617 0.348
C -1.359 -0.083 -0.211
O -1.489 1.020 -0.819
O -0.112 -0.436 0.069
C 0.134 -1.464 1.050
H 1.221 -1.575 1.086
H -0.251 -1.140 2.022
H -0.344 -2.394 0.729
*
```